Entry 1:
58
Properties=species:S:1:pos:R:3 method="wB97M-V/def2-TZVPD" relative_energy_kcal_mol=0.0 total_energy_ha=-1770.7710 gap_ev="7.5 / 6.6" homo_energy_ev="-6.8 / -7.6" multiplicity=3
Pd 0.11690 -2.12527 -1.17643
C 4.44328 -3.33916 -1.35093
C 3.15933 -2.53957 -1.36355
O 2.11330 -3.12126 -1.06319
C 3.30595 -1.14735 -1.73698
C 2.37731 -0.13788 -1.86504
C 2.84550 1.23869 -2.24450
N 1.05067 -0.33698 -1.65366
N 0.30997 0.75745 -1.73013
C -1.02148 0.51400 -1.57652
O -1.55360 -0.60911 -1.50056
C -1.87178 1.73856 -1.49309
C -3.24880 1.59243 -1.35481
C -4.06298 2.70802 -1.24414
C -3.50632 3.98003 -1.26823
C -2.13316 4.13167 -1.40625
C -1.31739 3.01624 -1.51938
H 4.23675 -4.35422 -1.02351
H 5.17444 -2.87685 -0.68545
H 4.87999 -3.35849 -2.35136
H 4.32862 -0.85963 -1.94736
H 3.91752 1.23902 -2.42811
H 2.61563 1.94616 -1.44587
H 2.31819 1.59248 -3.12980
H -3.66218 0.59301 -1.33565
H -5.13369 2.58721 -1.13948
H -4.14216 4.85207 -1.18171
H -1.69708 5.12238 -1.42742
H -0.24714 3.12005 -1.63009
C -3.16262 -2.74232 0.32214
S -2.54670 -3.83339 -0.94772
C -3.18499 -5.36864 -0.28617
O -1.05554 -3.95130 -0.72711
H -4.25256 -2.76085 0.27252
H -2.77877 -1.74760 0.10667
H -2.79462 -3.06658 1.29429
H -4.27398 -5.33880 -0.29135
H -2.79831 -5.49916 0.72352
H -2.83099 -6.16834 -0.93296
O -1.17186 -0.83578 1.67661
C -0.37124 -0.05290 2.16460
C 1.12315 -0.27376 2.09072
C 1.89460 0.84940 1.38514
C 2.19113 2.07579 2.24107
C 0.95360 2.85446 2.67180
C -0.00224 2.03531 3.53192
N -0.80300 1.07129 2.79677
H 1.24851 -1.21226 1.55179
H 1.51490 -0.41378 3.10495
H 1.34158 1.15278 0.49312
H 2.84092 0.43056 1.03511
H 2.85513 2.74232 1.68443
H 2.74554 1.76592 3.13511
H 0.41006 3.21564 1.79329
H 1.26290 3.73316 3.24399
H -0.70772 2.69929 4.03044
H 0.56106 1.52980 4.32454
H -1.80351 1.18602 2.78393



Entry 2:
19
Properties=species:S:1:pos:R:3 method="wB97M-V/def2-TZVPD" charge=+1 relative_energy_kcal_mol=55.1 total_energy_ha=-666.9346 gap_ev="9.2 / 5.7" homo_energy_ev="-13.5 / -13.4" multiplicity=2
C 1.74062 -0.79821 -0.41871
C 1.82617 0.64867 -0.93876
C 1.77593 1.64075 0.24061
S 0.11817 2.19655 0.86632
H 2.63639 -1.01948 0.16702
H 1.63889 -1.45672 -1.27764
H 0.90619 -0.83009 0.29527
H 2.73076 0.91169 -1.48661
H 1.02815 0.84303 -1.66254
H 2.27900 2.54730 -0.12039
H 2.28122 1.29474 1.14098
N -3.12285 -1.83092 0.52013
C -2.58907 -0.59241 0.53316
N -1.48903 -0.23301 -0.01912
H -2.49013 -2.54090 0.19506
H -4.04310 -2.02975 0.86119
H -2.96608 0.05895 1.33368
H -1.22647 2.02872 0.46468
H -1.03475 -0.83888 -0.69435



Entry 3:
100
Properties=species:S:1:pos:R:3 method="wB97M-V/def2-TZVPD" charge=-1 relative_energy_kcal_mol=0.0 total_energy_ha=-2498.1773 gap_ev="2.4 / 5.1" homo_energy_ev="-0.3 / -3.9" multiplicity=3
Au 1.10063 -0.10542 -3.02471
N -2.45272 -3.14592 -1.23937
N -0.98365 -1.82924 -3.33196
C 3.04257 0.59463 -2.14991
C 3.38091 -0.30809 -1.06851
C 2.54017 -0.03223 0.02402
C 2.58694 -0.71739 1.33924
H 2.88455 -1.76995 1.23136
H 1.60306 -0.68973 1.82416
H 3.30456 -0.24698 2.03061
C 1.71259 1.07570 -0.28450
C 0.82276 1.77224 0.66432
H 1.39260 2.34870 1.41123
H 0.19898 1.06134 1.22674
H 0.16446 2.47095 0.13611
C 1.96609 1.46896 -1.64559
C 1.57328 2.78475 -2.21733
H 0.53682 3.01764 -1.94086
H 1.62892 2.76539 -3.31043
H 2.20162 3.60603 -1.84395
C 4.47637 -1.30551 -1.06789
H 5.22001 -1.08009 -0.28806
H 4.99686 -1.32445 -2.03119
H 4.10141 -2.32124 -0.86369
C 3.99854 0.95911 -3.23027
H 3.49383 1.50995 -4.03017
H 4.45272 0.05505 -3.65712
H 4.82364 1.58473 -2.85436
C -3.20942 -3.37766 -0.17905
H -4.23921 -3.69408 -0.37076
C -2.74309 -3.24543 1.14005
H -3.40760 -3.45857 1.97375
C -1.41858 -2.84379 1.33567
H -1.00618 -2.73565 2.33725
C -0.62951 -2.55395 0.23293
H 0.39793 -2.19868 0.31255
C -1.18150 -2.66697 -1.08481
C -0.38858 -2.23290 -2.18310
H 0.70964 -2.30966 -2.15185
C -0.40250 -0.87972 -4.12482
C -2.23855 -2.21368 -3.88298
H -2.85920 -2.93430 -3.39489
C -2.48766 -1.34405 -4.86158
H -3.36422 -1.21754 -5.46545
N -1.36728 -0.50426 -5.00223
C -1.30466 0.69190 -5.79006
C -0.24750 0.85462 -6.68546
C -0.09861 2.09382 -7.31418
H 0.73610 2.24143 -8.00215
C -0.98429 3.14895 -7.06719
C -0.81458 4.46921 -7.75990
H -0.38985 5.23105 -7.09354
H -1.77571 4.85414 -8.11639
H -0.14382 4.36818 -8.61842
C -2.02350 2.95556 -6.15776
H -2.70427 3.77393 -5.91832
C -2.20802 1.72416 -5.51504
C -3.27710 1.56949 -4.48788
H -3.97788 0.75480 -4.71261
H -3.85206 2.50305 -4.45642
H -2.86315 1.40859 -3.48119
C 0.69564 -0.26894 -6.96312
H 0.18135 -1.17981 -7.29608
H 1.29981 -0.51903 -6.07999
H 1.38275 0.03967 -7.76062
O -0.63998 -0.26121 2.70200
P -0.48487 -0.31864 4.19774
C -2.02378 -0.81447 5.00701
C -2.02753 -1.20202 6.35633
C -3.23416 -1.51329 6.99048
C -4.43824 -1.44244 6.28013
C -4.43246 -1.08298 4.92732
C -3.23078 -0.76752 4.28864
C 0.79673 -1.50349 4.66232
C 0.47091 -2.85958 4.84572
C 1.48359 -3.80000 5.05834
C 2.82360 -3.40303 5.07846
C 3.15426 -2.05664 4.89201
C 2.14757 -1.10862 4.69037
C 0.00684 1.26713 4.90417
C 0.68377 1.34401 6.13011
C 1.04674 2.58955 6.65219
C 0.72171 3.76008 5.95997
C 0.02040 3.68761 4.75090
C -0.35385 2.44652 4.23043
H -1.09023 -1.26654 6.91251
H -3.22614 -1.81222 8.03949
H -5.38005 -1.67041 6.78137
H -5.36723 -1.04619 4.36434
H -3.21600 -0.49558 3.23105
H -0.57464 -3.17534 4.83250
H 1.21581 -4.84862 5.20363
H 3.61018 -4.14025 5.24014
H 4.19706 -1.73495 4.90138
H 2.41553 -0.05593 4.56553
H 0.93558 0.43510 6.68063
H 1.58492 2.63515 7.60041
H 1.00818 4.73066 6.36747
H -0.24176 4.59929 4.21119
H -0.92529 2.38212 3.30147



Q: Among the records above, which one has the lowest multiplicity?
A: C4H12N2S